No. 1
129
Properties=species:S:1:pos:R:3 method="wB97M-V/def2-TZVPD" gap_ev=8.78 e_tot_ev=-76324.166 fmax_ev_per_a=3.59 total_charge=-1
C 1.01 0.74 -1.46
C -0.41 0.27 -1.25
O -0.44 -1.01 -0.58
C -0.12 -0.90 0.76
O -1.25 -0.44 1.47
C 0.36 -2.24 1.36
F 1.42 -2.80 0.64
F 0.82 -2.07 2.66
F -0.70 -3.08 1.36
H 1.57 0.03 -2.02
H 1.51 1.00 -0.49
H 0.94 1.66 -2.04
H -0.92 0.17 -2.25
H -0.95 0.99 -0.70
H 0.70 -0.26 0.87
C -3.73 0.49 -1.38
O -3.48 0.41 -0.04
H -4.77 0.55 -1.55
H -3.32 -0.40 -1.91
H -3.26 1.38 -1.86
H -2.56 0.08 0.09
C 3.62 -0.68 1.78
O 4.98 -0.44 2.02
H 3.11 0.15 1.40
H 3.14 -1.02 2.68
H 3.52 -1.42 1.04
H 5.33 -0.01 1.19
C -0.24 2.99 1.07
O -1.29 2.32 1.67
H -0.21 4.02 1.33
H -0.38 2.94 -0.01
H 0.76 2.57 1.28
H -1.29 1.39 1.46
C -3.23 -3.55 3.67
O -3.06 -4.59 2.76
H -2.47 -2.78 3.56
H -3.22 -3.88 4.67
H -4.19 -3.02 3.50
H -2.80 -4.22 1.90
C -1.89 0.67 4.84
O -1.54 -0.48 4.18
H -1.44 0.65 5.82
H -2.95 0.79 4.96
H -1.43 1.46 4.26
H -1.82 -0.42 3.25
C -4.30 -0.17 2.90
O -4.08 1.21 2.57
H -3.47 -0.74 2.58
H -5.12 -0.56 2.34
H -4.41 -0.37 3.94
H -3.72 1.20 1.68
C 4.41 1.39 -0.68
O 5.60 0.68 -0.60
H 4.41 2.06 0.17
H 3.62 0.65 -0.59
H 4.20 1.92 -1.61
H 6.31 1.26 -0.88
C -0.25 -4.40 4.39
O 1.17 -4.38 4.56
H -0.65 -3.51 4.84
H -0.75 -5.26 4.85
H -0.45 -4.43 3.33
H 1.50 -3.71 3.99
C 2.73 2.97 -3.67
O 2.86 1.56 -3.70
H 3.58 3.42 -3.16
H 1.83 3.27 -3.16
H 2.65 3.43 -4.67
H 2.14 1.18 -4.16
C 1.21 -0.52 -5.00
O 0.40 0.57 -4.63
H 1.47 -1.03 -4.05
H 2.09 -0.20 -5.59
H 0.62 -1.25 -5.58
H -0.41 0.21 -4.36
C 3.54 -1.87 -2.12
O 4.75 -1.97 -1.35
H 2.73 -1.80 -1.35
H 3.42 -2.70 -2.79
H 3.55 -0.96 -2.78
H 4.98 -1.11 -1.00
C 1.38 0.40 4.38
O 0.90 0.87 3.15
H 1.53 -0.71 4.42
H 0.75 0.68 5.16
H 2.37 0.71 4.66
H 0.10 0.39 3.05
C 2.50 4.10 -0.43
O 3.55 4.76 -1.09
H 2.42 3.05 -0.70
H 1.60 4.61 -0.68
H 2.52 4.10 0.62
H 3.25 5.64 -1.26
C -2.86 1.48 -4.75
O -2.33 0.28 -4.31
H -3.60 1.25 -5.47
H -2.03 2.03 -5.20
H -3.29 2.07 -4.00
H -3.05 -0.27 -4.08
C 3.94 -3.86 2.71
O 5.08 -3.04 2.93
H 3.97 -4.15 1.64
H 3.00 -3.32 2.87
H 4.04 -4.79 3.32
H 4.75 -2.15 2.80
C -0.94 3.26 -3.16
O -0.45 4.26 -2.36
H -0.39 3.15 -4.05
H -1.92 3.56 -3.36
H -0.93 2.32 -2.61
H -1.16 4.55 -1.80
C -3.15 -3.21 -0.28
O -3.22 -2.37 0.83
H -2.70 -2.56 -1.04
H -4.10 -3.68 -0.57
H -2.41 -4.01 -0.13
H -2.38 -1.95 1.08
C -1.07 -2.64 -3.26
O 0.14 -2.65 -2.57
H -1.57 -1.71 -3.04
H -1.80 -3.37 -2.94
H -0.88 -2.65 -4.31
H 0.09 -2.07 -1.83
C -3.81 3.67 -0.57
O -3.51 4.44 -1.70
H -4.06 4.35 0.27
H -2.95 3.06 -0.32
H -4.69 3.05 -0.74
H -4.28 4.95 -1.96


No. 2
63
Properties=species:S:1:pos:R:3 method="wB97M-V/def2-TZVPD" gap_ev=9.79 e_tot_ev=-198353.663 fmax_ev_per_a=2.27
C 0.53 2.94 -2.56
C 1.00 2.47 -3.89
Br 2.80 2.89 -4.27
C 0.24 1.83 -4.74
Br -1.61 1.47 -4.45
O 0.72 1.38 -5.96
S 0.69 -0.32 -5.98
O 1.18 -0.68 -7.27
O 1.89 -0.70 -4.92
C 3.20 -0.33 -5.34
C 4.11 -0.20 -4.16
O 5.12 0.44 -4.16
F 3.74 -0.85 -3.05
H -0.34 2.40 -2.24
H 1.32 2.69 -1.85
H 0.39 4.01 -2.57
H 3.66 -1.08 -5.98
H 3.19 0.62 -5.86
C 2.94 -1.29 0.89
C 2.47 -2.62 0.33
O 1.41 -3.18 1.11
C 0.20 -2.65 0.89
O -0.06 -1.79 0.09
O -0.66 -3.25 1.70
C -2.00 -2.74 1.62
H 3.19 -1.39 1.95
H 3.81 -0.93 0.35
H 2.15 -0.54 0.83
H 3.28 -3.34 0.37
H 2.17 -2.52 -0.71
H -2.35 -2.74 0.59
H -2.04 -1.74 2.04
H -2.63 -3.40 2.21
C 5.02 6.23 2.16
C 3.63 5.63 2.14
O 3.41 4.88 0.94
C 3.94 3.66 0.93
O 4.55 3.14 1.83
O 3.67 3.10 -0.25
C 4.25 1.80 -0.43
H 5.20 6.81 1.26
H 5.14 6.89 3.03
H 5.78 5.46 2.21
H 2.88 6.43 2.13
H 3.45 5.02 3.01
H 3.98 1.14 0.39
H 5.33 1.88 -0.52
H 3.85 1.39 -1.35
C -8.14 -5.06 2.04
C -7.29 -5.04 3.30
O -6.36 -3.95 3.28
C -6.87 -2.76 3.60
O -8.01 -2.53 3.90
O -5.90 -1.85 3.51
C -6.32 -0.51 3.75
H -7.50 -5.06 1.15
H -8.77 -5.95 2.02
H -8.78 -4.19 1.98
H -6.69 -5.94 3.36
H -7.91 -5.00 4.19
H -6.85 -0.43 4.70
H -6.95 -0.16 2.93
H -5.42 0.10 3.80


No. 3
58
Properties=species:S:1:pos:R:3 method="wB97M-V/def2-TZVPD" gap_ev="6.28 / 3.94" multiplicity=8 e_tot_ev=-89442.506 fmax_ev_per_a=5.87 total_charge=+2 s_squared=16.07
C 8.04 0.60 -2.45
C 7.06 1.41 -1.70
H 9.01 1.13 -2.43
H 7.69 0.47 -3.48
H 8.12 -0.39 -1.98
O 7.07 2.47 -1.18
I 4.72 0.29 -1.45
Gd 2.00 -0.01 -0.24
P 0.60 1.75 -2.30
C -0.26 3.38 -2.30
C 2.00 2.15 -3.39
H -0.15 -0.19 -3.53
H -0.63 1.35 -4.33
H -1.53 0.72 -2.91
C -0.54 0.82 -3.38
H 2.62 1.25 -3.55
H 1.61 2.52 -4.35
H -0.42 3.69 -3.35
H 0.37 4.12 -1.77
H 2.63 2.91 -2.92
H -1.23 3.32 -1.77
C 0.40 1.83 0.32
O -0.10 2.73 0.87
Cl 1.44 -1.83 -1.84
C -3.68 -4.54 1.02
C -3.73 -3.79 -0.16
C -2.87 -2.71 -0.35
C -1.97 -2.33 0.67
C -1.90 -3.12 1.83
C -2.75 -4.21 2.01
P -1.02 -0.80 0.39
C -2.37 0.38 0.86
C -2.69 1.33 -0.12
C -3.78 2.19 0.06
C -4.53 2.10 1.24
C -4.21 1.15 2.21
C -3.14 0.28 2.02
C 0.08 -0.87 1.86
C 0.04 0.05 2.92
C 0.90 -0.11 4.00
C 1.86 -1.12 3.98
C 2.01 -1.96 2.88
C 1.14 -1.82 1.79
H -4.36 -5.39 1.17
H -4.44 -4.08 -0.95
H -2.88 -2.16 -1.29
H -1.15 -2.90 2.59
H -2.69 -4.80 2.93
H -2.08 1.40 -1.04
H -4.03 2.92 -0.71
H -5.37 2.78 1.39
H -4.79 1.09 3.14
H -2.90 -0.47 2.77
H -0.63 0.91 2.86
H 0.83 0.57 4.85
H 2.52 -1.25 4.84
H 2.79 -2.73 2.86
H 1.27 -2.45 0.89